{"formula": "C7H9IN3", "method": "ωB97M-V/def2-TZVPD", "orbital_gap_ev": 8.85, "smiles": "NC(N)=[NH+]c1ccccc1I", "homo_energy_ev": -12.18, "spin_multiplicity": 1, "de_lowest_kj_mol": 0.22, "total_charge": 1, "species": ["C", "C", "C", "C", "C", "C", "C", "N", "N", "N", "I", "H", "H", "H", "H", "H", "H", "H", "H", "H"], "positions_angstrom": [[0.860, -2.743, 0.310], [-0.451, -3.046, -0.005], [1.179, -1.376, 0.413], [-1.521, -2.137, -0.231], [0.244, -0.365, 0.280], [-1.446, -0.830, -0.062], [0.407, 2.099, -0.081], [0.190, 3.280, 0.492], [0.504, 2.123, -1.417], [0.454, 0.977, 0.605], [-2.825, 0.658, -0.236], [1.649, -3.477, 0.576], [-0.807, -4.004, -0.259], [2.094, -1.081, 0.848], [-2.418, -2.595, -0.432], [0.546, 3.971, -0.043], [0.464, 3.375, 1.476], [-0.256, 2.660, -1.907], [0.830, 1.349, -1.974], [0.303, 1.162, 1.646]]}

=====

{"formula": "C7H9N", "method": "ωB97M-V/def2-TZVPD", "orbital_gap_ev": 8.33, "smiles": "C=Cc1cc(C)c[nH]1", "homo_energy_ev": -7.31, "spin_multiplicity": 1, "de_lowest_kj_mol": 219.51, "species": ["C", "C", "C", "N", "C", "C", "C", "C", "H", "H", "H", "H", "H", "H", "H", "H", "H"], "positions_angstrom": [[2.677, 0.076, 0.074], [1.270, -0.287, 0.185], [0.791, -1.641, 0.240], [-0.596, -1.574, 0.038], [-0.970, -0.223, 0.032], [0.192, 0.538, 0.046], [-2.530, 1.493, -0.307], [-2.292, 0.208, -0.088], [3.407, -0.638, 0.591], [3.061, 0.438, -0.902], [2.801, 1.077, 0.541], [1.139, -2.651, 0.154], [-1.154, -2.310, -0.064], [0.383, 1.572, -0.047], [-3.395, 2.141, -0.558], [-1.739, 2.270, -0.080], [-3.045, -0.490, 0.145]]}

=====

{"formula": "C7H9N", "method": "ωB97M-V/def2-TZVPD", "orbital_gap_ev": 8.76, "smiles": "Cc1[nH]cc2c1CC2", "homo_energy_ev": -7.68, "spin_multiplicity": 1, "de_lowest_kj_mol": 236.16, "species": ["C", "C", "C", "C", "C", "C", "C", "H", "H", "H", "H", "H", "H", "H", "H", "H", "N"], "positions_angstrom": [[-2.245, -0.923, -0.029], [-1.101, -0.033, 0.050], [0.091, 1.914, -0.002], [0.998, 0.854, -0.101], [2.322, 0.156, -0.040], [1.516, -1.170, 0.067], [0.236, -0.336, 0.022], [-1.766, -1.926, -0.085], [-3.077, -0.860, 0.740], [-2.820, -0.944, -0.926], [-2.059, 1.771, -0.128], [0.098, 3.028, 0.144], [2.986, 0.372, -0.912], [2.733, 0.370, 0.960], [1.683, -1.749, 0.948], [1.609, -1.843, -0.773], [-1.204, 1.318, 0.064]]}

=====

{"formula": "C7H9N", "method": "ωB97M-V/def2-TZVPD", "orbital_gap_ev": 9.07, "smiles": "C=C(C)/C=C(\\C)C#N", "homo_energy_ev": -9.07, "spin_multiplicity": 1, "de_lowest_kj_mol": 168.43, "species": ["C", "C", "C", "C", "C", "C", "C", "H", "H", "H", "H", "H", "H", "H", "H", "H", "N"], "positions_angstrom": [[0.100, -0.267, -1.783], [0.346, 0.897, -0.868], [0.680, 2.057, -1.426], [0.177, 0.740, 0.606], [-0.248, -0.336, 1.333], [-0.584, -1.725, 0.983], [-0.192, -0.088, 2.746], [-0.909, -0.718, -1.574], [0.115, 0.101, -2.841], [0.838, -1.078, -1.640], [0.980, 2.905, -0.807], [0.604, 2.240, -2.481], [0.344, 1.677, 1.104], [-1.564, -1.765, 0.424], [-0.678, -2.279, 1.928], [0.138, -2.317, 0.399], [-0.147, -0.043, 3.898]]}

=====

{"formula": "C7H9N", "method": "ωB97M-V/def2-TZVPD", "orbital_gap_ev": 9.51, "homo_energy_ev": -8.93, "spin_multiplicity": 1, "de_lowest_kj_mol": 386.80, "species": ["C", "C", "C", "C", "C", "C", "C", "N", "H", "H", "H", "H", "H", "H", "H", "H", "H"], "positions_angstrom": [[-1.501, -0.604, 1.685], [1.642, 0.190, 0.781], [0.937, -0.772, 1.342], [0.932, 1.085, -0.277], [-0.456, -0.972, 0.864], [-0.417, 0.623, -0.608], [-0.939, -0.100, -1.800], [-2.300, -0.127, 2.368], [2.746, 0.387, 0.966], [1.437, -1.396, 2.147], [1.125, 2.133, 0.147], [1.477, 1.044, -1.353], [-0.573, -1.812, 0.347], [-1.250, 1.196, -0.343], [-0.542, -1.119, -1.723], [-0.370, 0.349, -2.561], [-1.949, -0.104, -1.984]]}

=====

{"formula": "C7H9N", "method": "ωB97M-V/def2-TZVPD", "orbital_gap_ev": 8.95, "smiles": "C=Cc1cc[nH]c1C", "homo_energy_ev": -7.94, "spin_multiplicity": 1, "de_lowest_kj_mol": 206.00, "species": ["C", "C", "N", "C", "C", "C", "C", "C", "H", "H", "H", "H", "H", "H", "H", "H", "H"], "positions_angstrom": [[-1.538, -0.546, -0.133], [-1.897, 0.004, 1.085], [-0.769, 0.571, 1.623], [0.337, 0.448, 0.762], [-0.135, -0.240, -0.335], [0.616, -0.728, -1.496], [0.203, -0.609, -2.734], [1.619, 0.804, 1.217], [-2.117, -1.077, -0.835], [-2.708, -0.108, 1.793], [-0.864, 1.245, 2.414], [1.166, -1.641, -1.149], [-0.388, 0.276, -3.137], [0.509, -1.364, -3.406], [2.361, -0.015, 1.474], [1.365, 1.431, 2.244], [2.239, 1.547, 0.613]]}